This record from OMol25 describes a molecular structure, C15H19AlBr2Cl2CsF5IMg2N2O11. The level of theory is the ωB97M-V functional and the def2-TZVPD basis.

Each line ends with the Mulliken charge.
Geometry (Å):
C  2.1183  -3.7061  2.1680  -1.3080
C  0.7560  -3.1876  1.6192  -0.5486
C  0.9356  -2.1796  0.4263  -1.1111
C  0.3235  -0.8224  0.7010  0.3039
C  1.1619  0.1366  1.2547  0.7068
N  2.5476  -0.1299  1.5847  -0.3650
C  3.2132  0.3345  0.7111  0.6477
O  3.8153  0.8468  -0.1254  -0.4467
C  0.6765  1.4145  1.5153  0.3544
O  1.4720  2.3022  1.9972  -0.5471
N  -0.5928  1.7116  1.2248  0.1816
C  -1.4235  0.8186  0.6800  -0.5761
I  -3.4865  1.5184  0.1255  0.2539
C  -1.0096  -0.4766  0.4085  0.9816
C  -1.9077  -1.4744  -0.1837  -0.2667
Br  -1.4861  -2.3197  -1.9204  -0.1095
C  -3.0441  -1.8948  0.4333  0.3188
C  -3.4856  -1.3551  1.7729  -1.6668
Br  -4.2156  -3.2587  -0.3899  -0.3534
H  1.9196  -4.6737  2.6393  0.3536
H  2.8898  -3.7940  1.3936  0.2712
H  2.4885  -3.0439  2.9670  0.4287
H  0.0986  -3.9975  1.2705  0.3502
H  0.2833  -2.6237  2.4395  0.3267
H  2.0192  -2.0085  0.3183  0.3671
H  0.6224  -2.6037  -0.5362  0.4116
H  1.4699  2.2935  3.0227  0.3702
H  -0.8944  2.6622  1.4340  0.2985
H  -3.8364  -2.1666  2.4227  0.4580
H  -4.3838  -0.7397  1.5887  0.3073
H  -2.7538  -0.7018  2.2548  0.5009
C  0.3814  1.7655  5.9788  -0.3579
O  1.5893  1.7217  5.1767  -0.5030
H  -0.4829  1.9577  5.3160  -0.0962
H  0.2403  0.8124  6.4858  0.3072
H  0.4573  2.5706  6.7098  0.3073
H  2.3354  1.5562  5.7623  0.2465
F  3.7865  -3.6775  4.0346  -0.7946
Cs  -4.7822  -1.8949  -2.5828  1.0708
F  3.1358  -1.2030  -3.7006  -0.4734
Al  4.7672  -0.5288  -3.7727  0.6733
F  4.6255  1.1597  -3.5777  -0.3918
F  5.4838  -0.9072  -5.2565  -0.3554
F  5.6745  -1.1766  -2.4881  -0.3423
Mg  2.3318  -0.0739  -1.8652  0.7926
C  8.8401  -2.5586  -3.2253  0.8702
O  9.5269  -1.5528  -3.3196  -0.3653
O  8.9416  -3.4272  -2.3300  -0.2728
O  7.9256  -2.8888  -4.0113  -0.2369
Mg  -3.6102  2.9595  -2.1266  0.4477
C  -9.2343  0.5609  -4.4524  -0.5444
O  -8.0224  0.3534  -3.9211  -0.6294
H  -10.0984  0.0975  -3.9220  0.1846
H  -9.5641  1.6247  -4.5280  0.1995
H  -9.3877  0.2067  -5.4983  0.1830
O  -2.1638  5.5904  -3.1300  -0.7129
Cl  -1.7322  6.7258  -3.9483  1.6081
O  -1.1820  7.7332  -3.0848  -0.6221
O  -2.8698  7.2458  -4.6567  -0.6402
O  -0.7339  6.2705  -4.8790  -0.6353
Cl  -2.4707  2.0963  5.5952  -0.8108

Forces on the atoms, in the same order (eV/Å):
C -1.243 0.268 -0.307
C 0.356 0.306 -0.146
C 0.629 0.158 -0.107
C 0.653 -0.920 -0.590
C -0.418 -0.082 0.235
N -1.956 -0.693 0.827
C 0.803 0.431 0.880
O 1.121 0.440 -1.949
C 0.200 -1.500 0.076
O 0.461 1.811 2.444
N 0.065 0.114 -0.244
C -1.035 -1.000 0.857
I 0.655 0.426 -0.337
C 0.669 0.353 -0.239
C -1.860 -1.595 -0.198
Br 0.368 0.868 0.766
C 1.173 0.272 -0.161
C -1.256 -0.404 -0.523
Br 1.932 -2.058 5.707
H 0.407 0.184 -0.079
H -0.214 -0.136 0.149
H 0.278 -0.364 -0.194
H 0.023 0.242 0.259
H -0.222 -0.422 -0.212
H -0.307 -0.231 0.143
H -0.155 0.129 0.466
H 0.307 -0.018 -1.015
H -0.162 -0.055 0.156
H 0.420 0.185 -0.016
H 0.203 -0.222 0.209
H 0.008 -0.448 -0.017
C 0.354 0.110 -0.506
O 0.209 0.099 -0.479
H 0.904 -0.169 0.499
H -0.095 -0.038 0.004
H -0.117 0.027 0.021
H 0.011 -0.023 -0.227
F 0.270 0.126 0.289
Cs -1.977 3.415 -5.140
F -0.133 1.024 1.399
Al 1.814 -0.183 -1.148
F -0.789 -0.793 0.470
F -0.562 0.088 0.630
F -0.892 0.271 -0.217
Mg 0.702 -0.282 -1.393
C 0.175 0.449 0.056
O -0.007 -0.035 -0.020
O -0.172 -0.150 -0.104
O -0.054 -0.249 0.060
Mg -0.437 1.338 -1.144
C -1.039 -0.180 -0.472
O 0.561 -0.197 0.244
H 0.220 -0.034 0.367
H 0.343 0.159 0.160
H 0.422 0.000 -0.080
O -0.351 -0.920 0.561
Cl 0.166 0.543 -0.473
O -0.042 -0.153 0.123
O -0.063 -0.146 0.084
O -0.038 -0.164 0.089
Cl -1.289 0.027 -0.492

For the frontier orbital gap, the calculation gives 0.05787 Ha. As for the total energy: -246202.379 eV. As for the total charge: -1.

=====

This record from OMol25 describes a molecular structure, C15H19BrCuSi. The level of theory is the ωB97M-V functional and the def2-TZVPD basis.

Each line ends with the Mulliken charge.
Geometry (Å):
C  -1.7626  -0.7823  -1.1148  -1.1577
C  -1.6082  -1.2864  0.2102  -0.2998
C  -1.8836  -0.1681  1.2379  0.1533
H  -1.7542  -2.3288  0.5182  0.5368
C  -1.9552  1.0437  0.2889  -0.7671
C  -2.0279  0.6441  -1.0284  -0.2696
H  -2.2724  1.2679  -1.8928  0.4178
H  -1.7355  -1.3735  -2.0318  0.5229
H  -2.8543  -0.2711  1.7487  0.2977
H  -2.1003  2.0507  0.6889  0.3796
Cu  0.2492  -0.7960  -0.5919  -0.2596
Br  2.3668  -0.3344  -1.0744  -0.3788
C  2.5620  0.6560  -4.3552  -0.5499
C  1.5073  1.4570  -4.8818  -0.5297
C  0.5218  0.5799  -5.4322  -0.5553
H  1.4658  2.5401  -4.8736  0.3536
C  0.9761  -0.7637  -5.2499  -0.5667
C  2.2385  -0.7131  -4.5891  -0.5376
H  2.8417  -1.5629  -4.2993  0.3272
H  3.4475  1.0216  -3.8540  0.4202
H  -0.4044  0.8822  -5.9099  0.3555
H  0.4620  -1.6605  -5.5747  0.3557
C  -1.3248  0.8994  5.6344  -1.0084
Si  0.2390  -0.0064  5.0662  0.0755
C  1.7449  0.9106  5.6553  -0.9490
C  0.2008  -1.7879  5.6869  -0.9749
C  -0.1604  -0.1079  3.2730  -0.9000
C  -0.8147  -0.1211  2.2397  0.8831
H  -1.4441  0.9743  6.7235  0.3324
H  -2.1872  0.3640  5.2045  0.2471
H  -1.3146  1.9076  5.1916  0.2858
H  1.7851  0.9505  6.7509  0.2871
H  2.6820  0.4599  5.3188  0.3105
H  1.7465  1.9457  5.3003  0.2920
H  -0.7015  -2.2726  5.2789  0.2685
H  1.0703  -2.3444  5.3059  0.3116
H  0.1791  -1.8779  6.7847  0.2904

Forces on the atoms, in the same order (eV/Å):
C -0.972 0.854 -0.322
C 0.465 -0.549 0.596
C 0.821 0.185 -1.791
H 0.113 0.399 -0.277
C -0.360 0.326 0.395
C 0.115 -0.857 0.029
H 0.453 -0.141 0.369
H -0.225 0.239 0.268
H -0.128 -0.196 0.351
H 0.045 -0.312 -0.266
Cu -0.245 -0.199 0.272
Br 0.679 0.013 0.341
C -0.752 -0.374 -0.823
C 0.062 -1.049 -0.114
C 0.781 -0.230 0.321
H -0.053 0.009 0.070
C 0.520 0.884 0.170
C -0.471 0.890 -0.451
H -0.043 -0.025 0.104
H -0.027 -0.007 0.091
H -0.016 -0.010 0.036
H -0.054 -0.026 0.043
C 0.056 -0.011 0.158
Si -1.289 -0.373 -0.868
C 0.495 0.243 0.029
C 0.074 -0.124 0.140
C 0.302 0.198 -0.390
C -0.401 0.122 1.484
H -0.021 0.060 -0.138
H 0.279 0.185 0.199
H -0.044 -0.245 0.188
H -0.135 -0.089 -0.095
H -0.081 -0.048 -0.057
H -0.076 -0.091 -0.046
H 0.294 0.188 0.132
H -0.208 0.118 0.113
H 0.044 0.042 -0.261

For the frontier orbital gap (alpha / beta), the calculation gives 0.12213 / 0.14388 Ha. As for the total energy: -138420.266 eV. As for the multiplicity: 2. As for the total charge: -2.

=====

This record from OMol25 describes a single C15H19BrFNO2 molecule. The level of theory is the ωB97M-V functional and the def2-TZVPD basis.

Each line ends with the Mulliken charge.
Geometry (Å):
C  -1.7367  2.6158  2.6157  -1.0887
C  -0.2607  2.9863  2.6250  -0.2268
O  0.3975  2.5486  1.4320  -0.3182
C  0.7670  1.2686  1.3827  -0.1308
O  0.5878  0.4828  2.2759  -0.6513
C  1.4649  0.9123  0.0759  0.2179
C  1.5026  2.0417  -0.9602  -0.5342
C  2.3054  1.5661  -2.1708  -0.8320
C  1.7159  0.2691  -2.7220  -0.5493
C  1.6170  -0.7804  -1.6067  -0.9594
N  0.8855  -0.3133  -0.4456  0.2844
C  -0.5562  -0.3078  -0.6311  -0.7333
C  -1.1001  -1.6730  -0.2954  0.2987
C  -1.9126  -2.3769  -1.1722  -0.4517
C  -2.3909  -3.6323  -0.8363  -0.6064
C  -2.0475  -4.1837  0.3831  0.6677
F  -2.5115  -5.4032  0.7063  -0.3271
C  -1.2320  -3.4906  1.2688  -0.4718
Br  -0.7763  -4.2681  2.9388  -0.1832
C  -0.7596  -2.2373  0.9285  -0.2836
H  -1.8495  1.5342  2.6279  0.2733
H  -2.2194  3.0268  3.4974  0.4026
H  -2.2211  3.0154  1.7276  0.2902
H  -0.1248  4.0693  2.6387  0.3282
H  0.2366  2.5337  3.4887  0.3144
H  2.4991  0.6621  0.3579  0.4081
H  0.4845  2.2964  -1.2606  0.2542
H  1.9584  2.9314  -0.5259  0.3931
H  2.3084  2.3363  -2.9447  0.3975
H  3.3409  1.3913  -1.8678  0.3227
H  0.7236  0.4677  -3.1331  0.2715
H  2.3383  -0.1174  -3.5300  0.3934
H  1.1283  -1.6865  -1.9717  0.4197
H  2.6241  -1.0491  -1.2732  0.3960
H  -0.8589  -0.0301  -1.6510  0.3891
H  -0.9998  0.4193  0.0545  0.3508
H  -2.1799  -1.9467  -2.1260  0.3735
H  -3.0238  -4.1930  -1.5057  0.4166
H  -0.1240  -1.6859  1.6048  0.4841

Forces on the atoms, in the same order (eV/Å):
C 0.383 -0.018 -0.147
C -0.266 -0.025 0.472
O 0.029 0.190 -0.256
C 0.221 -0.202 -0.007
O -0.067 -0.003 0.112
C -0.128 0.223 -0.144
C 0.302 -0.143 0.089
C -0.294 -0.002 -0.074
C 0.161 -0.075 0.197
C 0.010 -0.002 -0.249
N 0.104 0.159 0.215
C 0.023 -0.118 0.047
C -0.156 -0.058 -0.142
C 0.075 0.082 0.159
C -0.023 -0.209 0.176
C 0.017 0.080 -0.027
F 0.062 0.134 -0.033
C -0.028 -0.158 0.157
Br -0.073 0.083 -0.223
C -0.107 -0.147 -0.014
H -0.046 -0.055 0.022
H -0.086 0.047 0.095
H -0.076 0.054 -0.045
H 0.029 -0.137 0.008
H -0.031 0.146 -0.124
H -0.074 0.081 0.014
H -0.056 0.063 0.022
H -0.066 0.052 -0.009
H 0.093 0.003 0.023
H 0.092 0.031 -0.011
H -0.032 -0.005 -0.072
H -0.043 -0.033 -0.078
H 0.080 -0.052 0.024
H 0.025 -0.072 -0.060
H -0.044 0.054 0.090
H -0.030 0.045 -0.108
H -0.010 0.067 -0.114
H -0.059 -0.086 -0.054
H 0.090 0.005 0.070

For the frontier orbital gap, the calculation gives 0.34169 Ha. As for the total energy: -94208.800 eV. Its structure (SMILES) is CCOC(=O)[C@@H]1CCCCN1Cc1ccc(F)c(Br)c1.

=====

This record from OMol25 describes a single C15H19BrN2O2 molecule. The level of theory is the ωB97M-V functional and the def2-TZVPD basis.

Each line ends with the Mulliken charge.
Geometry (Å):
O  -2.2667  1.6780  1.6314  -0.6727
C  -1.6054  0.7866  2.1333  0.3728
N  -0.3534  0.4924  1.7192  -0.0876
C  0.2133  1.1118  0.5485  -1.1262
C  1.1443  0.0925  -0.1090  1.1773
O  1.3382  -0.9810  0.4406  -0.7372
N  1.7452  0.4379  -1.2607  0.0285
C  1.5127  1.6588  -1.9944  -0.9458
C  0.7490  1.4320  -3.3052  -0.5840
C  1.6052  0.7702  -4.3858  -0.6506
C  1.6513  -0.7609  -4.3313  -0.6856
C  1.7492  -1.3766  -2.9305  -0.5857
C  2.5652  -0.5638  -1.9215  -1.1381
C  -2.1142  -0.0416  3.2674  0.3664
C  -1.2766  -0.6714  4.1833  -0.2960
C  -1.8107  -1.4108  5.2226  -0.6456
C  -3.1864  -1.5206  5.3399  0.1233
Br  -3.9191  -2.5489  6.7653  -0.1903
C  -4.0383  -0.8928  4.4466  -0.4732
C  -3.4941  -0.1498  3.4173  -0.4231
H  0.0970  -0.3851  1.9585  0.3060
H  0.7817  2.0059  0.8353  0.2715
H  -0.6015  1.4133  -0.1185  0.4242
H  2.4866  2.1084  -2.2242  0.2899
H  0.9624  2.3612  -1.3717  0.4841
H  -0.1443  0.8370  -3.1123  0.2812
H  0.4249  2.4107  -3.6641  0.4184
H  2.6187  1.1722  -4.3195  0.2864
H  1.2194  1.0530  -5.3673  0.3566
H  2.5071  -1.0865  -4.9266  0.3206
H  0.7563  -1.1618  -4.8113  0.3178
H  2.1909  -2.3697  -3.0228  0.3995
H  0.7519  -1.5120  -2.5083  0.3439
H  2.9366  -1.2291  -1.1394  0.4659
H  3.4119  -0.0702  -2.4014  0.5133
H  -0.2043  -0.5723  4.1086  0.4221
H  -1.1652  -1.8972  5.9379  0.4182
H  -5.1079  -0.9822  4.5582  0.4217
H  -4.1310  0.3621  2.7119  0.4319

Forces on the atoms, in the same order (eV/Å):
O -0.208 0.106 -0.097
C 0.202 0.031 0.047
N 0.393 -0.236 -0.107
C -0.128 0.037 0.147
C -0.147 0.349 0.249
O 0.011 -0.322 0.082
N 0.321 0.018 -0.113
C -0.344 0.175 -0.134
C 0.294 0.161 -0.014
C -0.201 -0.137 -0.040
C 0.021 0.060 0.058
C 0.144 0.048 -0.077
C -0.024 -0.493 0.146
C -0.229 -0.073 0.189
C -0.131 0.085 -0.167
C -0.090 -0.119 0.133
C -0.017 -0.102 0.154
Br 0.082 0.121 -0.161
C 0.003 -0.075 0.094
C 0.174 0.066 -0.084
H -0.196 0.086 -0.005
H -0.081 -0.022 -0.211
H 0.165 0.046 0.031
H -0.095 0.046 0.047
H 0.075 -0.011 0.025
H -0.136 0.034 0.045
H -0.060 0.012 0.016
H 0.036 0.063 -0.047
H 0.093 0.047 -0.016
H -0.043 -0.061 -0.062
H 0.033 -0.026 -0.086
H -0.052 -0.058 0.043
H 0.020 -0.071 0.046
H 0.048 0.137 -0.154
H 0.038 0.050 0.030
H 0.102 0.016 -0.012
H 0.026 -0.024 0.047
H -0.060 -0.014 0.010
H -0.038 0.052 -0.053

For the frontier orbital gap, the calculation gives 0.36139 Ha. As for the total energy: -92982.355 eV. Its structure (SMILES) is O=C(NCC(=O)N1CCCCCC1)c1ccc(Br)cc1. The energy above the lowest of the compared OMol25 structures with the same formula, charge and spin is 0.000 eV.

=====

| no. | maximum force (eV Å⁻¹) |
| --- | --- |
| 1 | 6.480 |
| 2 | 1.979 |
| 3 | 0.542 |
| 4 | 0.514 |